Computed, not measured: a cluster of 5 separate species, C15H37BBrCl2O12S4 in total, with the ωB97M-V functional and the def2-TZVPD basis.

Structure (XYZ):
```
72
Properties=species:S:1:pos:R:3:forces:R:3
C 2.87247 -4.68311 -1.18393 0.2 0.1 0.1
C 1.69189 -3.83675 -1.51951 -0.8 0.2 0.2
Cl 2.05061 -2.53223 -2.66950 0.0 -0.3 -0.2
C 0.45595 -4.00236 -1.03288 0.2 0.0 -0.1
Cl -0.78821 -2.84879 -1.54154 0.2 -0.2 0.1
B -0.00716 -5.17367 -0.02010 0.5 0.1 0.4
Br -1.31703 -6.45128 -0.98871 -0.2 0.0 -0.2
H 2.82657 -5.01369 -0.15742 -0.2 -0.1 0.2
H 3.78555 -4.10192 -1.27600 0.2 0.0 -0.2
H 2.91721 -5.57201 -1.80685 0.1 -0.1 -0.2
H -0.49570 -4.74617 0.99514 -0.3 0.1 -0.2
H 0.92996 -5.86094 0.29657 0.1 0.0 -0.2
O 3.63838 -1.05644 1.66429 0.2 0.0 0.2
S 4.17376 -0.09342 0.75608 -0.2 0.2 -0.3
O 5.57078 0.24104 0.80503 0.1 -0.1 0.1
O 3.33049 1.25579 0.89101 0.0 0.0 -0.2
C 3.14662 1.80005 2.21000 0.0 0.2 0.5
C 4.39067 2.50726 2.70734 0.2 -0.1 -0.1
C 3.72087 -0.48627 -0.89535 0.1 0.3 0.2
H 2.83130 1.01603 2.90019 0.0 -0.1 -0.1
H 2.32165 2.50454 2.12268 0.0 0.0 -0.2
H 5.19913 1.79731 2.88241 0.0 0.0 0.0
H 4.18697 3.02989 3.64239 -0.1 0.0 0.0
H 4.73538 3.22781 1.96686 -0.1 0.1 0.1
H 2.65716 -0.68448 -0.93085 -0.1 0.0 0.0
H 4.27851 -1.37135 -1.18607 0.0 -0.1 0.1
H 3.98624 0.35402 -1.53271 0.0 0.0 0.0
O 6.17517 5.47193 0.87682 0.0 0.2 0.1
S 7.35562 4.81517 0.39991 0.0 -0.4 -0.2
O 8.64711 5.26251 0.82364 0.0 0.2 0.1
O 7.31398 4.79737 -1.19359 0.0 -0.1 0.0
C 7.09573 6.04817 -1.87088 0.0 0.5 -0.3
C 8.34676 6.90345 -1.92225 0.1 0.0 0.2
C 7.21832 3.08287 0.64993 0.0 0.0 -0.1
H 6.26644 6.58248 -1.40453 0.0 -0.1 0.1
H 6.78451 5.78155 -2.87919 0.0 -0.2 0.1
H 8.62645 7.25381 -0.92964 0.0 0.0 0.0
H 8.17963 7.77374 -2.55782 0.0 0.0 0.0
H 9.18621 6.33076 -2.31601 0.0 0.0 -0.1
H 6.25318 2.74844 0.28249 0.0 -0.1 0.0
H 7.29831 2.89824 1.71812 0.0 0.1 0.0
H 8.02786 2.58545 0.12329 0.0 0.0 0.0
O -5.73239 -4.77495 -0.01842 -0.1 -0.1 0.2
S -4.65484 -3.98343 0.50403 0.3 0.3 -0.3
O -3.54500 -4.59164 1.15276 -0.1 -0.3 0.3
O -5.28107 -2.87165 1.47776 -0.1 0.1 -0.1
C -6.15265 -3.32590 2.51946 -0.2 -0.2 0.4
C -5.39131 -3.91911 3.69026 0.1 -0.1 -0.1
C -4.05649 -2.90216 -0.73666 -0.3 0.2 -0.2
H -6.87697 -4.03701 2.11604 0.1 0.0 -0.1
H -6.70637 -2.44486 2.84308 0.1 0.1 -0.1
H -4.89988 -4.84953 3.40928 0.0 0.0 0.0
H -6.07367 -4.12686 4.51663 0.0 0.1 0.0
H -4.61764 -3.23125 4.03063 0.0 0.0 0.0
H -4.89881 -2.39446 -1.19991 0.0 0.0 0.1
H -3.52591 -3.51070 -1.46541 0.1 -0.1 0.1
H -3.37601 -2.19035 -0.28051 0.0 0.0 0.0
O -5.47993 0.28654 -0.80678 0.0 -0.2 0.2
S -6.38555 1.38771 -0.73316 -0.1 0.2 -0.3
O -7.11276 1.65487 0.46840 0.0 -0.1 0.1
O -7.40726 1.28622 -1.95000 0.0 0.1 0.0
C -8.10807 0.03662 -2.12372 -0.3 -0.5 0.0
C -9.25730 -0.12157 -1.14847 0.1 0.1 0.2
C -5.57005 2.85965 -1.24873 0.0 0.1 -0.1
H -7.40626 -0.79530 -2.04957 0.1 0.1 0.1
H -8.48354 0.05504 -3.14500 0.1 0.2 0.0
H -8.89574 -0.23016 -0.12687 0.0 0.0 0.0
H -9.84109 -1.00717 -1.39986 0.0 0.0 -0.1
H -9.90674 0.75368 -1.17562 0.0 0.0 -0.1
H -5.05506 2.66467 -2.18500 0.0 0.0 0.0
H -4.85762 3.12068 -0.46977 0.0 -0.1 0.0
H -6.30933 3.64762 -1.36375 0.0 0.0 0.0
```
Positions in Å, forces in eV/Å.

electronic energy: -6608.66218 a.u.
net charge: -1
HOMO energy: -4.98 eV

Löwdin atomic charge list, values in e, 4 entries:
1. C -0.136
2. C -0.734
3. Cl 0.592
4. C -0.706